(P)
{
  "formula": "C4H11N3O2",
  "method": "the ωB97M-V functional and the def2-TZVPD basis",
  "species": ["H", "N", "C", "N", "N", "C", "H", "H", "H", "H", "H", "H", "C", "C", "O", "O", "H", "H", "H", "H"],
  "xyz": [[1.572, -1.779, -2.782], [1.929, -1.764, -1.834], [1.168, -1.284, -0.926], [1.744, -1.030, 0.343], [-0.175, -1.092, -0.973], [-0.991, -1.625, -2.055], [2.313, -1.754, 0.780], [2.372, -0.225, 0.344], [-0.647, -0.856, -0.106], [-1.432, -2.580, -1.769], [-0.466, -1.627, -3.004], [-1.774, -0.881, -2.225], [-0.587, 2.076, 0.045], [-0.856, 1.854, 1.501], [-0.319, 2.247, 2.485], [-1.670, 0.707, 1.605], [0.510, 1.956, -0.052], [-0.727, 3.077, -0.327], [-0.858, 1.285, -0.642], [-1.323, 0.061, 2.220]],
  "smiles": "[H]/N=C(/N)NC.CC(=O)O",
  "multiplicity": 1,
  "orbital_gap_ev": 9.50
}



(Q)
{
  "formula": "C4H11N3O2",
  "method": "the ωB97M-V functional and the def2-TZVPD basis",
  "species": ["H", "N", "C", "N", "N", "C", "H", "H", "H", "H", "H", "H", "C", "C", "O", "O", "H", "H", "H", "H"],
  "xyz": [[-0.936, -0.715, -1.565], [-0.441, -0.559, -0.806], [-0.988, -0.891, 0.316], [-0.122, -1.038, 1.443], [-2.344, -1.283, 0.689], [-3.429, -1.396, -0.365], [-0.233, -1.543, 2.385], [0.930, -0.875, 1.310], [-2.461, -0.545, 1.468], [-4.293, -1.526, 0.349], [-3.337, -2.277, -0.949], [-3.753, -0.649, -1.028], [3.256, 2.411, -0.503], [2.319, 1.371, -0.063], [2.227, 1.066, 1.067], [1.898, 0.702, -1.128], [4.195, 1.967, -0.036], [2.900, 3.383, -0.191], [3.573, 2.326, -1.500], [1.039, 0.072, -0.893]],
  "smiles": "[H]/N=C(/N)NC.CC(=O)O",
  "multiplicity": 1,
  "orbital_gap_ev": 10.17
}



(R)
{
  "formula": "C4H11N3O2",
  "method": "the ωB97M-V functional and the def2-TZVPD basis",
  "species": ["H", "N", "C", "N", "N", "C", "H", "H", "H", "H", "H", "H", "C", "C", "O", "O", "H", "H", "H", "H"],
  "xyz": [[1.969, -0.666, 2.185], [1.902, -0.636, 1.183], [0.899, -0.962, 0.505], [0.912, -0.910, -0.890], [-0.455, -1.116, 1.034], [-1.286, -2.091, 0.303], [0.203, -0.224, -1.180], [1.786, -0.957, -1.381], [-0.610, -1.150, 2.029], [-1.040, -2.017, -0.747], [-2.320, -1.890, 0.584], [-1.090, -3.163, 0.528], [0.733, 2.054, -0.036], [-0.505, 2.227, -1.011], [-0.836, 3.345, -1.261], [-1.238, 1.118, -1.427], [1.526, 1.777, -0.729], [0.408, 1.360, 0.733], [0.821, 3.092, 0.255], [-1.780, 0.807, -0.676]],
  "smiles": "[H]/N=C(/N)NC.CC(=O)O",
  "multiplicity": 1,
  "orbital_gap_ev": 9.82
}



(S)
{
  "formula": "C4H11N3O2",
  "method": "the ωB97M-V functional and the def2-TZVPD basis",
  "species": ["C", "C", "C", "O", "N", "H", "H", "H", "H", "H", "H", "H", "N", "C", "O", "N", "H", "H", "H", "H"],
  "xyz": [[-2.037, 0.118, 0.475], [0.779, 1.427, -1.703], [0.522, 1.135, -0.259], [-1.119, -0.049, -0.563], [0.507, 2.026, 0.636], [0.369, 1.677, 1.580], [-2.047, -0.730, 1.182], [-3.055, 0.224, 0.078], [-1.816, 1.023, 1.062], [0.013, 2.120, -2.050], [0.729, 0.538, -2.330], [1.761, 1.890, -1.811], [0.046, -2.391, 0.470], [0.341, -1.317, -0.289], [1.403, -0.449, 1.561], [1.175, -0.338, 0.162], [2.167, 0.126, 1.703], [0.452, -2.468, 1.390], [-0.545, -3.098, 0.064], [0.357, -1.465, -1.359]],
  "multiplicity": 1,
  "orbital_gap_ev": 9.02
}



Relative stability in kcal/mol, measured from the most stable structure: (P) 0.0; (Q) 13.5; (R) 7.1; (S) 82.7



(P)
{
  "formula": "C6H9Br",
  "method": "the ωB97M-V functional and the def2-TZVPD basis",
  "species": ["C", "C", "C", "C", "C", "C", "Br", "H", "H", "H", "H", "H", "H", "H", "H", "H"],
  "xyz": [[-0.510, 0.094, -0.140], [0.487, -0.472, 0.515], [-0.089, 1.309, -0.912], [1.409, 1.435, -0.583], [-1.937, -0.392, -0.162], [0.912, -1.558, 1.383], [2.657, 1.048, -1.925], [-0.250, 1.179, -1.987], [-0.637, 2.208, -0.607], [1.743, 2.187, 0.111], [-2.046, -1.318, 0.395], [-2.249, -0.557, -1.193], [-2.589, 0.364, 0.273], [0.323, -1.575, 2.304], [1.960, -1.434, 1.658], [0.814, -2.519, 0.872]],
  "multiplicity": 1,
  "orbital_gap_ev": [8.46, 8.32]
}



(Q)
{
  "formula": "C6H9Br",
  "method": "the ωB97M-V functional and the def2-TZVPD basis",
  "species": ["C", "C", "C", "C", "C", "C", "Br", "H", "H", "H", "H", "H", "H", "H", "H", "H"],
  "xyz": [[3.219, -1.397, -0.604], [0.370, -0.576, 0.549], [-0.997, 1.243, -0.697], [-1.351, 1.360, 0.718], [0.036, 0.789, 0.356], [-0.626, -1.627, 0.320], [3.965, 0.205, -0.139], [2.632, -1.216, -1.526], [-1.457, 0.462, -1.286], [-0.730, 2.123, -1.263], [-1.340, 2.325, 1.204], [-2.064, 0.662, 1.134], [0.854, 1.487, 0.507], [-1.672, -1.327, 0.175], [-0.559, -2.359, 1.126], [-0.281, -2.154, -0.574]],
  "multiplicity": 1,
  "orbital_gap_ev": [7.45, 7.45]
}



Relative stability in kcal/mol, measured from the most stable structure: (P) 0.0; (Q) 91.5



(P)
{
  "formula": "C3H7N5",
  "method": "the ωB97M-V functional and the def2-TZVPD basis",
  "species": ["C", "N", "N", "C", "N", "C", "N", "N", "H", "H", "H", "H", "H", "H", "H"],
  "xyz": [[1.240, -1.049, -0.350], [1.468, 0.147, 0.132], [-0.903, -0.784, -1.059], [-1.094, 0.621, -0.553], [1.318, 0.329, 1.474], [-1.549, 1.170, 0.559], [-0.858, -0.152, -2.326], [-0.811, 1.035, -1.869], [-1.450, -1.626, -0.914], [1.816, 1.146, 1.794], [1.452, -0.493, 2.064], [1.644, -1.251, -1.328], [1.103, -1.908, 0.313], [-1.739, 0.574, 1.437], [-1.638, 2.241, 0.626]],
  "multiplicity": 1,
  "orbital_gap_ev": 8.37
}



(Q)
{
  "formula": "C3H7N5",
  "method": "the ωB97M-V functional and the def2-TZVPD basis",
  "species": ["H", "N", "C", "N", "N", "C", "C", "N", "N", "H", "H", "H", "H", "H", "H"],
  "xyz": [[-2.483, -3.137, -0.537], [-1.699, -2.719, -0.059], [-1.430, -1.654, -0.667], [-0.467, -0.733, -0.256], [0.252, -0.690, 0.928], [1.169, 0.086, 1.200], [1.669, 1.300, 0.413], [1.171, 2.028, -0.556], [-0.163, 2.032, -0.670], [-2.143, -1.239, -1.525], [-0.571, 0.119, -0.823], [1.519, 0.025, 2.230], [2.704, 1.458, 0.562], [-0.450, 2.760, -1.568], [-0.678, 2.202, 0.279]],
  "smiles": "[H]/N=C/N/N=C\\C=N/N",
  "multiplicity": 1,
  "orbital_gap_ev": 8.90
}



Relative stability in kcal/mol, measured from the most stable structure: (P) 34.5; (Q) 0.0



(P)
{
  "formula": "C3H7N5",
  "method": "the ωB97M-V functional and the def2-TZVPD basis",
  "species": ["H", "N", "C", "N", "N", "C", "N", "H", "N", "C", "H", "H", "H", "H", "H"],
  "xyz": [[-3.042, -0.392, -0.212], [-2.269, 0.270, -0.028], [-1.155, -0.309, -0.070], [-0.834, -1.689, -0.070], [0.538, -1.768, 0.125], [1.111, -0.476, 0.058], [2.339, -0.324, -0.050], [2.581, 0.657, -0.260], [0.061, 0.397, -0.069], [0.229, 1.807, 0.062], [-1.309, -2.201, 0.683], [1.001, -2.421, -0.529], [-0.773, 2.254, 0.221], [0.715, 2.208, -0.831], [0.807, 1.987, 0.972]],
  "smiles": "[H]/N=c1\\[nH][nH]/c(=N/[H])n1C",
  "multiplicity": 1,
  "orbital_gap_ev": 9.89
}



(Q)
{
  "formula": "C3H7N5",
  "method": "the ωB97M-V functional and the def2-TZVPD basis",
  "species": ["H", "N", "C", "N", "N", "C", "N", "N", "C", "H", "H", "H", "H", "H", "H"],
  "xyz": [[1.197, -0.534, 1.352], [0.618, -0.998, 2.091], [-0.620, -0.888, 1.804], [-1.087, -0.320, 0.580], [-2.387, -0.295, 0.264], [-0.258, 0.002, -0.589], [0.941, 0.470, -0.448], [1.183, 0.829, -1.788], [2.429, 1.313, -1.812], [-1.445, -1.502, 2.323], [-2.890, -1.253, 0.396], [-2.795, 0.146, 1.066], [-0.731, 0.009, -1.593], [2.688, 1.779, -2.723], [3.158, 1.241, -0.924]],
  "smiles": "[H]/N=C\\N(N)/C=N/N=C",
  "multiplicity": 1,
  "orbital_gap_ev": 9.49
}



(R)
{
  "formula": "C3H7N5",
  "method": "the ωB97M-V functional and the def2-TZVPD basis",
  "species": ["C", "C", "C", "H", "H", "H", "H", "H", "H", "H", "N", "N", "N", "N", "N"],
  "xyz": [[-1.441, 0.228, 0.345], [-0.379, 0.957, -0.243], [1.081, 0.409, -0.167], [-2.103, -0.664, -1.178], [-2.143, -1.614, 0.655], [-2.162, 0.923, 0.322], [-1.126, 0.208, 1.547], [0.108, 2.243, 0.108], [-0.531, 1.145, -1.248], [0.853, -1.705, -0.157], [-1.411, -1.064, -0.101], [2.226, 0.978, 0.107], [3.124, 0.006, 0.085], [2.546, -1.105, 0.042], [1.358, -0.943, -0.116]],
  "multiplicity": 1,
  "orbital_gap_ev": 10.13
}



Relative stability in kcal/mol, measured from the most stable structure: (P) 0.0; (Q) 80.0; (R) 135.3



(P)
{
  "formula": "C3H8OSi",
  "method": "the ωB97M-V functional and the def2-TZVPD basis",
  "species": ["C", "C", "C", "Si", "O", "H", "H", "H", "H", "H", "H", "H", "H"],
  "xyz": [[-0.580, 0.154, 1.289], [0.090, 0.361, -0.114], [-1.024, -0.082, -1.003], [1.921, -0.585, -0.376], [2.672, 0.375, -1.187], [-1.574, -0.162, 1.138], [-0.577, 0.950, 1.959], [-0.070, -0.636, 1.833], [0.540, 1.542, -0.293], [-1.791, -0.552, -0.488], [-0.755, -0.594, -1.879], [-1.512, 0.923, -1.278], [2.659, -1.694, 0.399]],
  "smiles": "CC(C)[SiH]=O",
  "multiplicity": 1,
  "orbital_gap_ev": 9.23
}



(Q)
{
  "formula": "C3H8OSi",
  "method": "the ωB97M-V functional and the def2-TZVPD basis",
  "species": ["C", "C", "C", "Si", "O", "H", "H", "H", "H", "H", "H", "H", "H"],
  "xyz": [[-1.344, -0.260, -1.235], [-1.077, 0.830, -0.495], [-0.370, 0.616, 0.808], [1.279, -0.499, 0.479], [1.924, -1.730, 1.487], [-1.754, -0.078, -2.217], [-1.127, -1.336, -1.001], [-1.055, 1.896, -0.769], [-0.945, 0.009, 1.537], [-0.103, 1.600, 1.252], [0.955, -1.126, -0.853], [2.280, 0.639, 0.127], [1.408, -2.372, 2.015]],
  "smiles": "C=CC[SiH2]O",
  "multiplicity": 1,
  "orbital_gap_ev": 9.66
}



(R)
{
  "formula": "C3H8OSi",
  "method": "the ωB97M-V functional and the def2-TZVPD basis",
  "species": ["C", "C", "C", "O", "Si", "H", "H", "H", "H", "H", "H", "H", "H"],
  "xyz": [[0.700, -1.226, 0.105], [1.799, 1.056, -0.290], [-0.490, -0.831, 0.828], [1.198, -2.232, -0.305], [-1.687, 0.188, -0.359], [1.358, 1.336, 0.711], [2.813, 1.011, -0.500], [1.213, 1.333, -1.116], [-0.994, -1.641, 1.118], [-0.052, -0.318, 1.745], [-2.483, 1.259, 0.252], [-2.334, -0.961, -0.845], [-1.040, 1.027, -1.346]],
  "multiplicity": 1,
  "orbital_gap_ev": [8.16, 8.59]
}



Relative stability in kcal/mol, measured from the most stable structure: (P) 37.4; (Q) 0.0; (R) 87.9



(P)
{
  "formula": "C3H10NO2",
  "method": "the ωB97M-V functional and the def2-TZVPD basis",
  "species": ["C", "N", "C", "C", "O", "H", "H", "H", "H", "H", "H", "H", "H", "H", "H", "O"],
  "xyz": [[1.283, 0.749, -0.732], [0.006, 0.317, -0.114], [0.202, -0.691, 0.937], [0.062, -2.191, 0.475], [-0.418, -2.260, -0.786], [1.590, 1.573, -0.072], [1.134, 0.894, -1.799], [2.111, 0.048, -0.563], [-0.620, -0.200, -0.743], [-0.581, -0.417, 1.667], [1.069, -0.473, 1.589], [-0.640, -2.654, 1.214], [1.101, -2.647, 0.510], [-0.387, 2.861, 0.374], [-1.741, 2.712, -0.265], [-1.160, 3.384, 0.118]],
  "multiplicity": 1,
  "charge": -1,
  "orbital_gap_ev": 6.66
}



(Q)
{
  "formula": "C3H10NO2",
  "method": "the ωB97M-V functional and the def2-TZVPD basis",
  "species": ["C", "C", "C", "O", "N", "H", "H", "H", "H", "H", "H", "H", "H", "H", "H", "O"],
  "xyz": [[0.784, -0.005, -0.901], [0.639, -1.002, 0.231], [-0.799, -1.114, 0.733], [-1.277, -0.021, 1.364], [2.200, 0.168, -1.257], [0.312, 0.912, -0.576], [0.272, -0.369, -1.781], [1.025, -2.008, 0.028], [1.217, -0.569, 1.072], [-0.924, -2.047, 1.321], [-1.423, -1.355, -0.183], [2.797, 0.265, -0.442], [2.396, 0.948, -1.877], [-2.692, 2.782, 0.994], [-1.981, 1.365, 0.887], [-2.545, 2.051, 0.386]],
  "multiplicity": 1,
  "charge": -1,
  "orbital_gap_ev": 7.17
}



Relative stability in kcal/mol, measured from the most stable structure: (P) 25.5; (Q) 0.0